Density functional theory data (ωB97M-V/def2-TZVPD) for C21H15F5N3O6Tl as an isolated structure.

- HOMO-LUMO gap (Ha) = 0.232
- net charge = -2
- calculated total energy (Ha) = -2096.88269
- lowest unoccupied orbital energy (eV) = 4.724
- max |F| (eV Å⁻¹) = 0.73

```
51
Properties=species:S:1:pos:R:3:forces:R:3
F 3.10798 1.74939 -1.60277 0.159 -0.122 0.027
C -0.41365 -1.36261 -2.63166 -0.120 0.104 -0.094
C 0.19949 2.73137 3.21745 0.129 -0.018 -0.036
O -1.10520 -0.67149 0.26904 0.045 0.105 -0.043
C -2.95561 0.82271 0.30659 -0.108 -0.087 -0.124
C -1.54096 0.46804 0.63150 0.425 -0.060 0.231
H -3.04837 -0.65932 -1.21435 -0.010 -0.028 -0.017
C -0.10885 -3.13530 -1.18028 0.016 -0.060 0.088
O 3.09466 -0.23407 1.49900 -0.091 -0.199 0.123
H -6.61757 1.66586 -0.63506 0.009 0.003 -0.017
N 0.21986 -1.93157 -1.61942 -0.141 -0.027 0.049
C 3.96209 0.72571 -1.51329 0.403 0.257 -0.149
C -3.64015 1.83117 0.97942 -0.020 -0.007 -0.054
C 1.03816 1.73217 2.45178 -0.393 -0.046 -0.231
C -1.38258 -2.05925 -3.34134 -0.009 -0.024 -0.065
O 1.23363 -2.74278 0.75121 -0.058 0.122 -0.096
F 2.88468 -0.94619 -2.71350 -0.119 0.047 -0.016
Tl 1.28018 -0.50754 -0.03276 0.479 -0.006 -0.214
H -1.33442 -4.85616 -1.41373 0.022 -0.013 -0.025
C 0.56265 -3.61215 0.11857 0.104 -0.075 -0.064
C -0.13637 0.12893 -2.90655 0.200 -0.006 -0.023
O 0.50187 0.74367 -2.00630 -0.203 -0.142 0.001
C 2.37876 1.56427 2.86548 0.085 -0.005 0.112
C 4.66655 0.60170 3.05031 -0.089 -0.012 -0.140
H -3.12368 2.37778 1.75719 0.023 -0.017 -0.001
H 5.11913 -0.37731 2.90131 -0.014 -0.006 0.028
H -0.25397 3.43505 2.51988 -0.043 0.015 0.045
C 3.24748 -0.62340 -1.42939 -0.551 0.193 0.358
F 4.79439 0.81633 -2.59902 -0.189 -0.036 0.281
C -1.08474 -3.88590 -1.81859 0.012 -0.061 -0.041
H -0.61608 2.20948 3.71959 -0.040 0.051 0.002
H -5.39965 -0.11291 -1.85380 0.019 -0.015 0.006
C -4.95195 2.12677 0.64212 -0.033 0.066 0.038
H -5.48237 2.91155 1.17134 0.015 -0.008 0.005
H -2.47565 -3.90836 -3.45444 -0.033 0.023 0.005
C -3.60243 0.11916 -0.70671 0.061 0.036 0.094
C 3.28123 0.60944 2.40966 0.173 0.092 0.057
C -5.59175 1.42918 -0.37495 -0.016 -0.035 -0.003
H 2.71321 2.21042 3.66692 -0.008 -0.012 0.011
N 0.44783 1.07245 1.48513 0.559 -0.429 -0.186
O 0.38640 -4.79661 0.42563 -0.023 0.091 -0.004
C -1.71454 -3.34184 -2.92911 0.108 0.013 0.062
F 4.23101 -1.52681 -1.10758 -0.105 -0.109 0.173
C -4.90957 0.42611 -1.05090 -0.081 0.023 -0.021
H 0.80510 3.26026 3.95363 0.020 -0.023 -0.015
H -1.86490 -1.56355 -4.17219 0.008 0.006 0.009
H 4.61974 0.84233 4.11261 0.043 0.032 0.016
N -0.86817 1.39261 1.26239 -0.517 0.397 0.040
F 4.74138 0.93220 -0.43213 -0.109 0.046 -0.261
H 5.28750 1.34531 2.54406 0.031 -0.018 0.030
O -0.58177 0.57368 -3.97203 -0.026 -0.012 0.050
```
Positions in Å, forces in eV/Å.

Which charges does natural (NBO) predict for the atoms? In e, they are: F -0.306; C 0.137; C -0.655; O -0.753; C 0.001; C 0.533; H 0.238; C 0.131; O -0.696; H 0.189; N -0.454; C 0.892; C -0.199; C 0.294; C -0.238; O -0.729; F -0.370; Tl 1.515; H 0.232; C 0.754; C 0.751; O -0.732; C -0.533; C -0.682; H 0.226; H 0.220; H 0.233; C 0.352; F -0.353; C -0.231; H 0.223; H 0.196; C -0.240; H 0.190; H 0.193; C -0.196; C 0.515; C -0.242; H 0.184; N -0.400; O -0.714; C -0.191; F -0.371; C -0.227; H 0.189; H 0.235; H 0.194; N -0.468; F -0.329; H 0.213; O -0.721